1.
This record from the OMol25 dataset describes a cluster of 2 separate species, C4H7NO in total at a distorted geometry. The level of theory is wB97M-V/def2-TZVPD.

CARTESIAN COORDINATES (ANGSTROEM)
1 H 0.87010 -2.17055 1.09291
2 C 0.43783 0.28546 -0.56221
3 C 0.09926 -1.81743 0.39565
4 C 0.70284 1.75146 -0.46369
5 N 0.09321 -0.37875 0.45834
6 H -0.86611 -2.19990 0.74711
7 H 0.31519 -2.20444 -0.61278
8 H 0.48447 2.31386 -1.37262
9 C -2.16970 0.76546 0.66115
10 H 0.20219 2.21408 0.38784
11 O -2.68763 -0.16204 1.08021
12 H 0.73059 -0.19580 -1.51047
13 H 1.78777 1.79860 -0.30144

Atomic forces in eV per Å
-0.2 -0.1 -0.2
0.3 -0.2 0.4
0.0 -0.2 0.0
0.2 0.1 0.0
0.4 0.3 -0.4
0.2 0.0 -0.1
-0.1 0.0 0.2
-0.1 -0.2 0.0
-1.2 -1.2 0.8
0.0 -0.2 -0.1
0.6 1.4 -0.6
-0.2 -0.1 0.1
-0.1 0.3 0.0

Computed properties:
orbital gap: 0.399 hartree
relative energy (zero: lowest compared OMol25 entry of this formula, charge and spin): 39.17 kcal per mole



2.
This record from the OMol25 dataset describes a structure of composition C23H17Cl3MoN3O9S2. The level of theory is wB97M-V/def2-TZVPD.

CARTESIAN COORDINATES (ANGSTROEM)
1 H 1.73354 -1.40633 -1.82575
2 O -2.49336 3.89720 -0.01932
3 C -4.37063 -0.65875 -0.52935
4 O -3.68551 0.23937 -1.24422
5 O 3.67059 1.13520 -0.90609
6 H 2.45009 2.81942 -0.77538
7 N -6.50398 -3.61593 1.62389
8 O -4.47957 5.27418 -0.75616
9 C -5.35061 -1.41304 -1.16831
10 S -3.85958 4.02171 -0.65383
11 O -7.34129 -4.23557 1.01048
12 C 2.93015 -0.03462 -0.64935
13 H -6.82556 -2.96092 -0.93107
14 C 3.72876 1.42207 2.11940
15 H 4.66935 0.95524 1.86137
16 Mo -2.82482 1.83918 -0.66208
17 O -3.52017 3.24993 -1.95368
18 C -5.75890 -2.58389 0.88151
19 H -0.79721 3.09897 -2.90618
20 H 5.58758 -0.29593 -1.13532
21 O -4.55259 2.88640 0.07404
22 N -0.97004 1.41657 -1.58038
23 C 0.87012 1.64961 -2.79837
24 H 2.22713 0.12211 0.17442
25 H 4.16073 2.99378 -0.36370
26 O -6.19891 -3.78551 2.78350
27 O -2.37042 0.76718 1.07629
28 C -4.79347 -1.86941 1.53673
29 H -5.54702 -1.22425 -2.21435
30 H 3.55451 0.85249 4.22978
31 C -4.08781 -0.87802 0.84208
32 H -4.58835 -2.06598 2.58085
33 C 3.84351 -1.17785 -0.28483
34 C 4.16870 -3.35932 0.73559
35 H 1.65198 1.94343 -3.47586
36 C 3.35924 -2.29220 0.39156
37 Cl 0.57149 3.58322 1.04270
38 C 5.19188 -1.16132 -0.62211
39 C 1.80192 2.62418 1.77658
40 H -2.83346 -0.45905 2.56661
41 C 2.11119 -0.38660 -1.89617
42 Cl 1.67348 -2.37140 0.84718
43 Cl 6.53946 -4.62490 0.80704
44 H 3.76815 -4.20962 1.26782
45 N 0.96218 0.50737 -2.03632
46 H -0.32354 -0.38716 -0.59715
47 C 5.50894 -3.30740 0.38557
48 C -0.14345 0.41123 -1.29899
49 C -0.33104 2.21340 -2.50970
50 C 2.93951 2.15899 1.18945
51 C 6.02772 -2.21402 -0.29093
52 C -3.05973 -0.16656 1.53719
53 C -6.05158 -2.36829 -0.46367
54 H 7.07641 -2.19149 -0.55082
55 S 1.69869 2.22282 3.44412
56 C 3.16861 1.34759 3.35371
57 C 3.28884 2.34872 -0.25257
58 H 2.72817 -0.29622 -2.78743

Atomic forces in eV per Å
0.0 0.0 -0.1
0.4 -0.1 0.1
0.0 -0.1 0.2
-0.1 0.5 0.0
0.2 -0.1 -0.1
0.0 0.0 0.0
0.1 -0.2 0.0
-0.1 0.0 0.0
0.0 0.1 -0.1
0.3 0.1 -0.1
-0.1 0.0 0.0
-0.2 0.2 -0.1
0.0 0.0 0.0
0.1 -0.2 0.1
0.0 0.0 0.0
0.0 -0.3 0.2
-0.2 0.1 -0.6
0.0 0.1 0.0
0.0 0.0 0.0
0.0 0.0 0.0
-0.1 -0.4 0.2
-0.1 0.2 0.5
-0.1 0.1 0.0
0.0 0.0 0.0
0.0 0.0 0.0
0.0 0.1 0.1
0.0 -0.1 -0.2
0.0 0.0 0.1
0.0 0.0 0.0
0.0 0.0 0.0
0.1 0.1 -0.2
0.0 0.0 0.0
0.0 0.0 0.0
0.0 0.0 0.0
0.0 0.0 0.0
0.0 0.0 0.0
0.0 -0.2 0.0
0.0 0.0 0.0
0.0 0.1 0.1
-0.1 -0.1 0.0
0.0 -0.2 0.0
0.0 0.0 0.0
0.0 0.0 0.0
0.0 0.0 0.0
-0.1 0.0 0.3
0.0 0.0 0.0
0.0 0.0 0.0
0.1 0.0 -0.2
0.1 0.0 -0.3
-0.1 0.0 -0.1
0.0 0.0 0.0
0.0 0.1 0.1
0.0 0.0 0.1
0.0 0.0 0.0
-0.1 -0.1 -0.1
0.1 0.1 0.0
-0.1 0.0 0.0
0.0 0.0 0.0

Computed properties:
orbital gap (spin up / spin down): 0.206 / 0.229 hartree
multiplicity: 3
<S²>: 2.02
net charge: +1



3.
This record from the OMol25 dataset describes the molecule C3H7NO. The level of theory is wB97M-V/def2-TZVPD.

CARTESIAN COORDINATES (ANGSTROEM)
1 O -1.26509 -1.10363 -0.35620
2 H -1.94727 0.81617 -0.95836
3 C -0.53032 -0.19023 0.44924
4 H -2.71616 0.13658 0.56739
5 C 0.73359 0.35735 -0.18025
6 H 0.49076 0.52353 -1.24926
7 H 2.59382 -0.29270 -0.69726
8 H -0.48293 -0.45989 1.50383
9 H 2.18791 -0.67557 0.83660
10 N 1.82959 -0.59821 -0.09952
11 C -1.84420 0.15877 -0.08667
12 H 0.95032 1.32783 0.27047

Atomic forces in eV per Å
0.1 -0.3 0.1
0.2 -0.1 0.3
0.3 0.2 -0.3
0.1 0.0 -0.1
-0.6 -0.2 -0.4
0.2 0.0 0.5
-0.1 -0.1 0.2
0.1 -0.1 -0.1
0.1 0.0 0.3
0.1 0.1 -0.5
-0.5 0.3 -0.2
0.1 0.2 0.1

Computed properties:
orbital gap: 0.389 hartree
SMILES: NC[C@H]1CO1
relative energy (zero: lowest compared OMol25 entry of this formula, charge and spin): 49.44 kcal per mole



4.
This record from the OMol25 dataset describes a structure of composition C25H32AsIrNO4PSSbSe4. The level of theory is wB97M-V/def2-TZVPD.

CARTESIAN COORDINATES (ANGSTROEM)
1 C 2.07875 -1.45079 -0.74244
2 H -0.00001 -0.26978 -4.50912
3 C 0.07206 -0.09244 4.84688
4 C -0.62024 -2.25056 3.26730
5 H -0.45156 5.80963 -1.69364
6 H -1.95660 -5.48125 -0.49315
7 H -0.87563 6.80265 -0.27339
8 C 1.63988 1.95939 -2.42647
9 H 1.24785 5.34983 1.59829
10 C -1.44615 -2.25687 0.42165
11 H 0.31923 0.77783 5.43860
12 Se -0.94340 -4.76735 -4.58649
13 H 2.24171 1.27157 -1.83175
14 H 1.52052 3.61447 1.28287
15 H 1.69081 -0.61508 -1.30409
16 H 2.26838 2.36623 -3.22092
17 S 0.50677 1.59625 2.78549
18 H 4.60246 -3.70411 -0.74978
19 Ir -0.50595 1.03650 -0.06791
20 C 3.71595 -3.17728 -0.42196
21 C 1.40463 -1.84711 0.40735
22 H -1.30532 4.14963 2.73666
23 H -0.29430 -1.37571 6.52196
24 As -0.66412 4.36848 0.32476
25 H -0.93414 -3.30682 5.09966
26 H -2.69336 3.89312 1.66509
27 C -2.19538 -4.46896 -0.19215
28 C 0.86701 0.24328 -4.08628
29 H 3.72679 -1.79952 -2.06977
30 H -4.31745 -4.76033 -0.26175
31 H 1.32148 2.77430 -1.77604
32 P -0.16773 -1.00300 0.79493
33 H 1.75478 4.80302 -0.02277
34 C -0.63517 -2.36929 4.64925
35 H 3.45931 -4.37940 1.33610
36 H -0.92657 -3.09846 2.66924
37 C -1.06956 5.86909 -0.79976
38 Se 1.10193 -5.42737 -2.42974
39 Se -2.03111 0.02211 -2.20891
40 H 1.53977 -0.49643 -3.65006
41 H -1.27009 1.87325 -4.27856
42 N -0.35209 0.60185 -1.98933
43 Sb 0.16742 -3.15672 -2.98179
44 C 1.92379 -2.89831 1.16074
45 O 0.49349 2.56224 3.85236
46 H -2.11892 5.81562 -1.08406
47 H 0.17529 2.87923 -4.47761
48 C -2.77654 -1.85995 0.55466
49 O -0.65021 1.86352 1.85411
50 C -3.80201 -2.75925 0.32264
51 C 0.42108 1.28117 -3.05195
52 H 1.43801 -3.20796 2.07637
53 C 1.16703 4.55284 0.85958
54 O -0.91809 3.03153 -0.65702
55 C 0.09258 0.01472 3.46457
56 C -0.43717 2.33869 -3.75234
57 H -0.83613 3.03846 -3.01986
58 Se 1.89729 -3.68046 -4.74880
59 C -0.23363 -1.06599 2.64014
60 H -0.13867 -3.90764 -0.01602
61 H -3.00160 -0.83453 0.82316
62 C -0.28029 -1.29226 5.44337
63 H -4.83076 -2.43905 0.42597
64 C -1.16456 -3.56995 0.06428
65 O 1.74404 1.43956 2.05261
66 C -3.51354 -4.06367 -0.06223
67 C 3.22305 -2.11420 -1.16383
68 H 1.39819 0.73452 -4.90286
69 H -2.11438 5.55747 1.96655
70 C -1.82013 4.51502 1.85115
71 C 3.07125 -3.55921 0.74629

Atomic forces in eV per Å
0.0 0.0 -0.1
0.0 0.0 0.0
0.0 0.0 0.0
0.0 0.0 0.0
0.0 0.0 0.0
0.0 0.0 0.0
0.0 0.0 0.0
0.0 0.0 0.0
0.0 0.0 0.0
0.0 0.0 0.0
0.0 0.0 0.0
0.1 0.0 0.1
0.0 0.0 0.0
0.0 0.0 0.0
0.0 0.0 -0.1
0.0 0.0 0.0
0.2 -0.2 0.1
0.0 0.0 0.0
-0.1 0.1 0.1
0.0 0.0 0.0
0.0 0.0 0.1
0.0 0.0 0.0
0.0 0.0 0.0
0.0 0.0 0.0
0.0 0.0 0.0
0.0 0.0 0.0
0.0 0.0 0.0
0.0 0.0 0.1
0.0 0.0 0.0
0.0 0.0 0.0
0.0 0.0 0.0
0.1 -0.1 0.0
0.0 0.0 0.0
0.0 0.0 0.0
0.0 0.0 0.0
0.0 0.0 0.0
0.0 0.0 0.0
0.0 -0.1 0.0
-0.1 0.0 -0.1
0.0 0.0 0.0
0.0 0.0 0.0
0.1 0.0 0.0
-0.1 0.0 -0.1
0.0 0.0 0.0
0.0 0.0 0.0
0.0 0.0 0.0
0.0 0.0 0.0
0.0 0.0 0.0
-0.1 0.1 -0.1
0.0 0.0 0.0
0.0 0.0 0.0
0.0 0.0 0.0
0.0 0.0 0.0
0.0 0.0 0.0
0.0 0.0 0.1
0.0 0.1 0.0
0.0 0.0 0.0
0.0 0.0 0.0
0.0 0.0 0.0
0.0 0.0 0.0
0.0 0.0 0.0
0.0 0.0 0.0
0.0 0.0 0.0
0.0 0.0 0.0
-0.1 0.0 0.0
0.0 0.0 0.0
0.0 0.0 0.0
0.0 0.0 0.0
0.0 0.0 0.0
0.0 0.0 0.0
0.0 0.0 0.0

Computed properties:
orbital gap (spin up / spin down): 0.266 / 0.225 hartree
multiplicity: 6
<S²>: 8.79
relative energy (zero: lowest compared OMol25 entry of this formula, charge and spin): 0.00 kcal per mole



no.,total energy (Eh)
1,-286.56922
2,-3972.96752
3,-248.44771
4,-14253.16266